Entry 1:
ORCA calculation (wB97M-V/def2-TZVPD) on a cluster of 8 separate species, C54H49Br2ClF10N3O in total.

Element x y z (Å)
C: 3.898 0.120 2.750
C: 4.253 0.079 1.248
O: 4.806 1.032 0.799
N: 4.009 -1.034 0.328
C: 4.574 -2.338 0.744
C: 2.664 -1.104 -0.140
C: 1.608 -1.619 0.694
C: 1.677 -2.146 2.121
C: 0.324 -1.560 0.037
C: -0.993 -1.999 0.692
C: -2.215 -1.122 0.287
C: -2.121 0.360 0.725
F: -1.258 1.121 -0.034
Br: -1.651 0.623 2.605
C: -3.576 1.004 0.519
F: -4.297 0.340 -0.419
F: -4.303 1.016 1.664
Br: -3.443 2.889 -0.055
C: 0.310 -1.020 -1.293
N: 1.307 -0.593 -2.049
N: 2.431 -0.675 -1.387
Cl: 3.792 -0.134 -2.307
H: 4.088 -0.832 3.291
H: 2.790 0.271 2.809
H: 4.342 0.999 3.254
H: 5.621 -2.398 0.362
H: 4.644 -2.475 1.845
H: 4.016 -3.151 0.237
H: 1.371 -1.327 2.813
H: 0.955 -2.980 2.258
H: 2.661 -2.514 2.454
H: -0.881 -1.946 1.798
H: -1.251 -3.058 0.463
H: -3.113 -1.552 0.789
H: -2.442 -1.179 -0.802
H: -0.682 -0.946 -1.776
F: -0.161 2.357 4.945
C: -0.566 3.606 4.615
C: -1.888 3.821 4.268
C: -2.305 5.102 3.934
C: -1.395 6.151 3.942
C: -0.069 5.922 4.288
C: 0.347 4.642 4.632
H: -2.582 2.989 4.260
H: -3.340 5.281 3.668
H: -1.721 7.150 3.677
H: 0.642 6.741 4.291
H: 1.375 4.447 4.913
F: -1.215 3.555 11.585
C: -1.501 3.812 10.297
C: -2.417 4.801 9.991
C: -2.707 5.068 8.660
C: -2.088 4.337 7.653
C: -1.173 3.341 7.976
C: -0.873 3.080 9.307
H: -2.895 5.354 10.790
H: -3.417 5.846 8.408
H: -2.319 4.544 6.615
H: -0.694 2.769 7.193
H: -0.157 2.315 9.578
F: 2.621 -4.868 -1.358
C: 3.737 -5.294 -1.998
C: 4.427 -4.410 -2.803
C: 5.574 -4.839 -3.457
C: 6.008 -6.150 -3.305
C: 5.299 -7.029 -2.496
C: 4.158 -6.598 -1.832
H: 4.066 -3.394 -2.914
H: 6.129 -4.152 -4.085
H: 6.900 -6.486 -3.819
H: 5.636 -8.052 -2.381
H: 3.598 -7.267 -1.191
F: -2.062 -2.186 -3.142
C: -1.621 -2.970 -4.155
C: -2.378 -3.077 -5.303
C: -1.923 -3.877 -6.344
C: -0.722 -4.565 -6.215
C: 0.026 -4.450 -5.052
C: -0.422 -3.643 -4.015
H: -3.316 -2.539 -5.380
H: -2.503 -3.965 -7.253
H: -0.370 -5.191 -7.025
H: 0.960 -4.990 -4.951
H: 0.153 -3.535 -3.102
F: -2.429 -7.329 -6.399
C: -3.711 -7.342 -5.985
C: -4.326 -6.149 -5.652
C: -5.649 -6.163 -5.230
C: -6.336 -7.368 -5.138
C: -5.702 -8.558 -5.472
C: -4.383 -8.546 -5.904
H: -3.772 -5.223 -5.722
H: -6.144 -5.235 -4.974
H: -7.366 -7.377 -4.805
H: -6.237 -9.497 -5.396
H: -3.876 -9.463 -6.177
F: 1.924 8.206 4.173
C: 2.934 8.408 3.302
C: 3.670 9.575 3.381
C: 4.713 9.780 2.487
C: 4.998 8.822 1.521
C: 4.246 7.657 1.451
C: 3.209 7.445 2.350
H: 3.428 10.312 4.135
H: 5.302 10.686 2.544
H: 5.809 8.986 0.822
H: 4.466 6.913 0.696
H: 2.617 6.538 2.317
F: -2.205 3.449 -6.685
C: -2.446 2.617 -5.661
C: -3.751 2.407 -5.253
C: -4.000 1.541 -4.197
C: -2.944 0.906 -3.556
C: -1.638 1.130 -3.974
C: -1.386 1.987 -5.037
H: -4.560 2.917 -5.760
H: -5.018 1.363 -3.873
H: -3.140 0.234 -2.729
H: -0.813 0.638 -3.473
H: -0.376 2.168 -5.383

Values from the calculation:
energy: -243083.4022 eV
net charge: +1
multiplicity: 1

---

Entry 2:
ORCA calculation (wB97M-V/def2-TZVPD) on a structure of composition C54H49GeN5O5PS3Ti.

Element x y z (Å)
Ti: -0.199 -0.580 0.770
O: 1.646 -1.110 1.060
C: 1.894 -1.840 -0.040
C: 3.209 -1.593 -0.725
C: 4.288 -2.421 -0.426
C: 5.513 -2.210 -1.036
C: 5.664 -1.179 -1.957
C: 4.592 -0.354 -2.251
C: 3.359 -0.545 -1.630
P: 1.897 0.504 -1.945
C: 1.911 0.529 -3.775
C: 1.444 -0.630 -4.400
C: 1.394 -0.717 -5.783
C: 1.792 0.364 -6.562
C: 2.257 1.519 -5.949
C: 2.324 1.599 -4.563
C: 2.471 2.172 -1.464
C: 3.590 2.388 -0.661
C: 3.856 3.651 -0.144
C: 3.012 4.715 -0.423
C: 1.895 4.513 -1.224
C: 1.627 3.254 -1.734
H: 4.154 -3.235 0.276
H: 6.349 -2.858 -0.806
H: 6.617 -1.025 -2.448
H: 4.707 0.446 -2.974
H: 1.114 -1.471 -3.796
H: 1.039 -1.627 -6.250
H: 1.747 0.302 -7.642
H: 2.577 2.361 -6.550
H: 2.696 2.503 -4.097
H: 4.253 1.566 -0.424
H: 4.727 3.798 0.482
H: 3.219 5.696 -0.015
H: 1.219 5.331 -1.437
H: 0.734 3.108 -2.331
N: 0.621 1.554 1.084
C: -0.061 1.959 2.322
C: -1.523 1.581 2.161
O: -2.418 2.234 2.694
O: -1.735 0.588 1.369
H: 1.630 1.589 1.183
H: 0.353 2.195 0.340
H: -0.001 3.025 2.539
H: 0.348 1.388 3.159
S: 0.425 -3.702 -1.661
C: 1.078 -2.632 -0.728
S: -1.951 3.710 -0.850
C: -3.395 2.885 -1.143
N: -4.182 2.494 -0.099
C: -5.286 1.755 -0.249
C: -5.706 1.410 -1.499
C: -4.900 1.865 -2.551
N: -3.800 2.567 -2.399
H: -3.857 2.676 0.870
H: -5.775 1.464 0.669
H: -6.590 0.816 -1.666
H: -5.173 1.627 -3.575
O: -0.953 -2.452 1.229
C: -0.543 -2.331 2.440
O: -0.325 -1.184 2.899
C: -0.223 -3.575 3.223
C: 0.235 -3.269 4.642
Ge: -1.186 -2.707 5.879
C: -1.771 -4.256 6.924
C: -3.105 -4.650 6.996
C: -3.485 -5.752 7.755
C: -2.532 -6.475 8.455
C: -1.199 -6.091 8.401
C: -0.827 -4.992 7.642
C: -2.738 -1.966 4.960
C: -3.057 -0.616 5.084
C: -4.145 -0.075 4.414
C: -4.932 -0.885 3.609
C: -4.620 -2.227 3.456
C: -3.529 -2.761 4.129
C: -0.464 -1.389 7.128
C: -1.138 -1.138 8.324
C: -0.668 -0.198 9.228
C: 0.495 0.509 8.951
C: 1.178 0.272 7.768
C: 0.699 -0.669 6.864
H: 0.556 -4.078 2.642
H: -1.089 -4.240 3.180
H: 0.982 -2.477 4.591
H: 0.717 -4.141 5.089
H: -3.865 -4.088 6.466
H: -4.528 -6.041 7.799
H: -2.827 -7.333 9.046
H: -0.451 -6.646 8.953
H: 0.219 -4.700 7.620
H: -2.447 0.029 5.708
H: -4.366 0.980 4.510
H: -5.798 -0.471 3.104
H: -5.224 -2.861 2.819
H: -3.308 -3.816 4.006
H: -2.043 -1.689 8.558
H: -1.207 -0.017 10.150
H: 0.866 1.243 9.655
H: 2.084 0.821 7.545
H: 1.242 -0.827 5.940
N: -1.056 1.285 -2.937
C: -1.538 0.033 -2.884
S: -1.903 -0.726 -1.419
N: -1.680 -0.547 -4.096
C: -2.030 -1.847 -4.532
C: -2.374 -2.913 -3.710
C: -2.679 -4.140 -4.285
C: -2.649 -4.325 -5.657
C: -2.309 -3.256 -6.474
C: -2.004 -2.028 -5.916
H: -1.237 1.920 -2.159
H: -1.010 1.750 -3.832
H: -1.407 0.043 -4.868
H: -2.398 -2.792 -2.640
H: -2.941 -4.964 -3.634
H: -2.888 -5.289 -6.086
H: -2.281 -3.373 -7.550
H: -1.739 -1.196 -6.560

Values from the calculation:
energy: -195911.8967 eV
multiplicity: 2

---

Entry 3:
ORCA calculation (wB97M-V/def2-TZVPD) on a structure of composition C54H49HfN4O4P.

Element x y z (Å)
Hf: -0.463 0.606 -0.594
O: 0.824 -0.123 -1.837
C: 2.158 0.060 -2.308
C: 2.249 1.562 -2.622
C: 2.201 2.446 -1.404
C: 3.278 3.283 -1.152
C: 3.243 4.140 -0.068
C: 2.120 4.143 0.736
C: 1.072 3.281 0.452
C: -0.116 3.248 1.370
C: -0.131 1.956 2.229
O: -0.139 0.878 1.306
C: -1.432 1.869 3.036
C: -1.454 1.727 4.417
C: -2.657 1.561 5.095
C: -3.856 1.533 4.404
C: -3.849 1.676 3.021
C: -2.649 1.843 2.351
C: 1.126 1.896 3.082
C: 1.972 0.800 3.021
C: 3.135 0.766 3.781
C: 3.461 1.825 4.612
C: 2.613 2.924 4.685
C: 1.455 2.958 3.924
N: 1.111 2.434 -0.605
C: 3.156 -0.333 -1.226
C: 4.504 -0.022 -1.400
C: 5.442 -0.396 -0.454
C: 5.050 -1.101 0.679
C: 3.717 -1.427 0.852
C: 2.775 -1.042 -0.097
C: 2.311 -0.812 -3.555
C: 2.827 -2.102 -3.454
C: 2.892 -2.925 -4.569
C: 2.437 -2.478 -5.800
C: 1.923 -1.194 -5.913
C: 1.864 -0.369 -4.798
H: 1.415 1.825 -3.277
H: 3.163 1.782 -3.170
H: 4.134 3.255 -1.810
H: 4.077 4.796 0.143
H: 2.047 4.795 1.594
H: -1.042 3.280 0.798
H: -0.096 4.123 2.015
H: -0.529 1.728 4.978
H: -2.651 1.451 6.172
H: -4.790 1.404 4.935
H: -4.780 1.655 2.467
H: -2.675 1.933 1.270
H: 1.722 -0.033 2.376
H: 3.790 -0.095 3.719
H: 4.366 1.798 5.204
H: 2.852 3.753 5.339
H: 0.797 3.817 4.010
H: 4.834 0.495 -2.295
H: 6.485 -0.149 -0.605
H: 5.787 -1.402 1.413
H: 3.399 -1.991 1.722
H: 1.741 -1.338 0.052
H: 3.202 -2.463 -2.504
H: 3.314 -3.918 -4.476
H: 2.497 -3.119 -6.669
H: 1.582 -0.827 -6.873
H: 1.481 0.637 -4.927
O: -1.533 -0.124 -3.481
N: -1.943 -0.450 -2.182
C: -3.132 -0.893 -2.113
C: -3.792 -1.222 -0.844
C: -5.183 -1.152 -0.855
C: -5.916 -1.421 0.294
C: -5.256 -1.798 1.448
C: -3.868 -1.912 1.462
C: -3.118 -1.624 0.333
P: -1.305 -1.868 0.298
C: -0.738 -2.380 1.930
C: -0.970 -1.564 3.038
C: -0.419 -1.889 4.265
C: 0.381 -3.018 4.391
C: 0.622 -3.828 3.291
C: 0.064 -3.513 2.059
C: -1.137 -3.298 -0.796
C: -0.184 -3.309 -1.808
C: -0.059 -4.421 -2.629
C: -0.881 -5.522 -2.438
C: -1.832 -5.516 -1.424
C: -1.963 -4.408 -0.605
H: -0.584 -0.357 -3.475
H: -3.698 -1.003 -3.037
H: -5.696 -0.884 -1.771
H: -6.996 -1.355 0.274
H: -5.817 -2.031 2.344
H: -3.373 -2.249 2.363
H: -1.573 -0.670 2.945
H: -0.607 -1.255 5.122
H: 0.815 -3.268 5.351
H: 1.239 -4.711 3.388
H: 0.254 -4.153 1.206
H: 0.461 -2.453 -1.965
H: 0.680 -4.422 -3.420
H: -0.783 -6.389 -3.078
H: -2.471 -6.377 -1.273
H: -2.707 -4.409 0.184
C: -2.562 3.813 -4.241
N: -2.137 2.818 -3.261
C: -2.229 2.979 -1.952
N: -2.738 4.097 -1.439
O: -1.840 2.056 -1.152
H: -2.328 3.437 -5.232
H: -2.022 4.750 -4.099
H: -3.637 3.988 -4.186
H: -1.834 1.903 -3.575
H: -3.124 4.825 -2.016
H: -2.827 4.175 -0.439

Values from the calculation:
energy: -81533.4976 eV
net charge: +2
multiplicity: 1

---

Entry 4:
ORCA calculation (wB97M-V/def2-TZVPD) on a structure of composition C54H49N6O5PTa.

Element x y z (Å)
Ta: 0.690 -1.087 0.483
C: 3.038 -3.264 3.723
C: 2.053 -2.988 2.617
N: 1.867 -1.701 2.173
N: 2.206 -0.716 3.082
C: 1.311 0.235 2.996
O: 0.355 0.185 2.062
C: 1.326 1.282 3.951
C: 0.289 2.201 3.967
C: 0.269 3.177 4.947
C: 1.321 3.295 5.849
C: 2.358 2.350 5.836
C: 2.399 1.367 4.871
C: 1.194 -3.850 1.894
C: 0.666 -5.144 2.263
C: -0.344 -5.690 1.520
C: -0.752 -5.056 0.324
C: -0.278 -3.807 0.007
N: 0.586 -3.138 0.824
H: 3.486 -2.278 3.932
H: 3.819 -3.998 3.403
H: 2.541 -3.583 4.618
H: -0.546 2.123 3.261
H: -0.518 3.934 4.972
H: 1.330 4.045 6.624
H: 3.125 2.379 6.594
H: 3.231 0.674 4.764
H: 1.113 -5.719 3.062
H: -0.780 -6.635 1.837
H: -1.322 -5.556 -0.434
H: -0.571 -3.267 -0.904
C: 0.102 2.889 -5.895
O: 0.896 1.884 -5.242
C: 2.126 2.384 -4.840
C: 3.144 2.701 -5.727
C: 4.270 3.404 -5.294
C: 4.432 3.743 -3.953
C: 3.455 3.429 -3.029
C: 2.342 2.717 -3.443
N: 1.408 2.359 -2.429
C: 1.446 1.164 -1.767
N: 1.671 0.041 -2.553
C: 2.057 -1.218 -2.157
C: 2.141 -1.643 -0.826
C: 2.998 -2.751 -0.596
C: 3.249 -3.698 -1.574
C: 2.861 -3.401 -2.899
C: 2.473 -2.094 -3.212
O: 2.495 -1.539 -4.461
C: 3.385 -2.088 -5.481
N: 1.150 1.065 -0.474
C: 0.676 2.302 0.125
C: -0.667 2.632 -0.004
C: -1.121 3.934 0.209
C: -0.258 4.880 0.720
C: 1.068 4.556 1.072
C: 1.550 3.267 0.789
O: 2.841 2.885 0.976
C: 3.636 3.839 1.742
H: -0.864 2.401 -6.168
H: 0.607 3.288 -6.794
H: -0.130 3.719 -5.210
H: 3.009 2.509 -6.795
H: 5.041 3.675 -5.978
H: 5.333 4.234 -3.607
H: 3.579 3.697 -1.994
H: 0.904 3.120 -1.950
H: 1.703 0.209 -3.556
H: 3.607 -2.776 0.301
H: 3.779 -4.614 -1.286
H: 2.917 -4.185 -3.641
H: 3.568 -1.249 -6.159
H: 2.863 -2.924 -5.979
H: 4.345 -2.407 -5.033
H: -1.382 1.891 -0.323
H: -2.126 4.176 -0.127
H: -0.652 5.877 0.869
H: 1.747 5.343 1.460
H: 3.934 4.729 1.141
H: 4.570 3.323 2.057
H: 3.090 4.149 2.672
O: -1.263 -1.150 0.174
P: -2.867 -1.009 0.456
C: -3.466 -2.640 0.932
C: -3.521 -3.640 -0.058
C: -4.005 -4.914 0.241
C: -4.520 -5.154 1.519
C: -4.516 -4.174 2.526
C: -4.016 -2.931 2.222
C: -3.813 -0.515 -0.976
C: -5.236 -0.498 -0.904
C: -5.963 -0.198 -2.049
C: -5.271 0.027 -3.242
C: -3.901 -0.050 -3.333
C: -3.158 -0.323 -2.179
C: -3.219 0.228 1.690
C: -2.835 0.014 3.016
C: -3.167 0.897 4.049
C: -4.003 1.989 3.771
C: -4.349 2.259 2.434
C: -3.920 1.427 1.402
H: -3.219 -3.434 -1.096
H: -3.931 -5.698 -0.488
H: -4.896 -6.154 1.693
H: -4.948 -4.413 3.504
H: -4.131 -2.147 2.965
H: -5.749 -0.702 0.054
H: -7.035 -0.109 -2.038
H: -5.865 0.304 -4.106
H: -3.390 0.135 -4.243
H: -2.046 -0.356 -2.210
H: -2.277 -0.878 3.239
H: -2.843 0.683 5.053
H: -4.362 2.653 4.564
H: -4.944 3.146 2.243
H: -4.090 1.730 0.381

Values from the calculation:
energy: -86789.0165 eV
net charge: +3
multiplicity: 1

---

Q: What is the formula in the third record?
A: C54H49HfN4O4P

---

Q: The highest energy belongs to which entry?
A: C54H49HfN4O4P

---

Q: The highest energy belongs to which entry?
A: C54H49HfN4O4P

---

Q: The highest energy belongs to which entry?
A: C54H49HfN4O4P